1.
C5H8S3 as an isolated structure. Source: the OMol25 dataset; level of theory: ωB97M-V/def2-TZVPD.

As for the molar mass: 164.320 u. The value obtained for the total energy is -37816.654 eV. The calculation puts the max |F| at 6.2 eV Å⁻¹. The calculation puts the HOMO energy at -8.8 eV. The calculation puts the relative energy (zero: lowest compared OMol25 entry of this formula, charge and spin) at 339.09 kJ/mol.

Last column: natural (NBO) charge in e.
Atoms and positions in Å:
C -1.093 1.580 -1.054  -0.62
C -0.386 0.647 -0.026  -0.14
C -1.700 0.402 0.874  -0.52
C 0.827 1.183 0.607  -0.55
C 1.742 0.157 0.108  -0.19
H -1.001 2.633 -0.361  0.20
H -2.245 1.371 -1.216  0.26
H -0.359 1.701 -1.971  0.23
H -1.721 -0.002 2.014  0.24
H -2.104 1.466 1.105  0.22
H -1.949 -1.768 0.261  0.16
H 1.013 2.233 0.157  0.24
H 0.880 1.493 1.531  0.26
S -3.047 -0.748 0.086  -0.09
S 3.317 -0.360 0.119  0.03
S 0.427 -0.951 -0.491  0.27

---

2.
C5H8S3 in the gas phase. Source: the OMol25 dataset; level of theory: ωB97M-V/def2-TZVPD.

As for the molar mass: 164.320 u. The value obtained for the total energy is -37817.548 eV. The SMILES is S[C@@]12CSCS[C@@H]1C2. The calculation puts the max |F| at 6.7 eV Å⁻¹. The calculation puts the HOMO energy at -8.5 eV. The calculation puts the relative energy (zero: lowest compared OMol25 entry of this formula, charge and spin) at 252.82 kJ/mol.

Last column: natural (NBO) charge in e.
Atoms and positions in Å:
C -0.239 -0.883 0.305  -0.14
C 0.951 -0.874 -0.731  -0.58
C 0.860 2.015 -0.199  -0.70
C -1.266 0.326 0.209  -0.40
C -0.403 0.168 1.492  -0.40
H -2.376 -2.422 -0.303  0.15
H 1.665 -1.686 -0.664  0.25
H 0.616 -0.963 -1.771  0.23
H 1.306 2.709 -0.930  0.25
H 0.965 2.570 0.816  0.23
H -2.374 0.246 0.256  0.26
H -0.916 -0.310 2.294  0.23
H 0.284 0.747 1.894  0.22
S -1.201 -2.446 0.766  -0.06
S 2.022 0.507 -0.390  0.19
S -0.733 1.602 -0.879  0.28